Entry 1:
{"formula": "C39H55N8O3PS3Tb", "method": "ωB97M-V with the def2-TZVPD basis set", "species": ["Tb", "C", "S", "C", "S", "N", "N", "C", "C", "C", "C", "C", "C", "N", "H", "H", "H", "H", "H", "H", "H", "H", "C", "C", "C", "C", "C", "C", "C", "C", "C", "C", "C", "C", "N", "C", "C", "C", "C", "C", "N", "C", "C", "C", "C", "H", "H", "H", "H", "H", "H", "H", "H", "H", "H", "H", "H", "H", "H", "H", "H", "H", "H", "H", "H", "H", "H", "H", "H", "H", "H", "H", "H", "H", "N", "C", "C", "P", "C", "C", "O", "H", "H", "H", "H", "H", "H", "H", "H", "H", "S", "C", "N", "O", "C", "O", "C", "N", "C", "C", "C", "H", "H", "H", "H", "H", "H", "H", "H", "H"], "coordinates": [[-0.5039, 1.3324, 0.5704], [-6.4724, 2.4792, -0.1113], [-5.4209, 2.0734, -1.4867], [-4.2423, 1.1303, -0.6468], [-3.3267, -0.0014, -1.6082], [-4.1390, 1.3716, 0.6295], [-2.9590, 0.9045, 1.1655], [-3.0072, 0.8321, 2.4847], [-1.8616, 0.3308, 3.2072], [-1.8226, 0.2405, 4.6185], [-0.7092, -0.3296, 5.2211], [0.2327, -1.0275, 4.4362], [0.1061, -0.9189, 3.0691], [-0.7947, -0.0725, 2.4604], [-6.8053, 1.5759, 0.3324], [-7.3815, 3.0858, -0.3578], [-6.0291, 3.0737, 0.6953], [-3.8882, 1.2118, 3.0333], [-2.7419, 0.4579, 5.2035], [-0.6476, -0.3165, 6.3039], [0.9853, -1.6660, 4.8712], [0.7351, -1.4910, 2.3568], [-3.2909, -3.0514, 1.2505], [-1.8115, -3.3587, 0.9089], [-1.2475, -4.3875, 1.9379], [-1.6112, -3.7967, -0.4969], [-2.6931, -4.1786, -1.3031], [-2.5102, -4.3180, -2.6570], [-1.2366, -4.2137, -3.1959], [-0.1234, -3.9635, -2.4221], [1.2081, -3.9020, -3.1640], [1.8437, -5.2236, -3.5393], [1.2632, -3.0190, -4.4420], [-0.2749, -3.7325, -1.0124], [0.7293, -3.2630, -0.1658], [1.9699, -3.6584, -0.1288], [3.0495, -2.9959, 0.4838], [4.4554, -3.3047, 0.2286], [5.1549, -2.2499, 0.7668], [4.1884, -1.3591, 1.3576], [2.9356, -1.8365, 1.2952], [4.6355, -0.1267, 2.1301], [5.4838, 0.7212, 1.2291], [3.4186, 0.6141, 2.6092], [5.4242, -0.5566, 3.3743], [-3.4457, -2.7138, 2.3296], [-3.9755, -3.9110, 1.0385], [-3.6659, -2.1962, 0.6788], [-1.1899, -2.4656, 1.0742], [-1.8407, -5.3300, 1.8476], [-1.2565, -4.1014, 2.9951], [-0.2005, -4.7104, 1.7063], [-3.7039, -4.3544, -0.8509], [-3.3211, -4.2770, -3.3647], [-1.1022, -4.2791, -4.2891], [1.8538, -3.3434, -2.4294], [1.3745, -5.6003, -4.4543], [1.7916, -5.9929, -2.7683], [2.8992, -5.0166, -3.7517], [0.6635, -3.4716, -5.1947], [2.2718, -2.7802, -4.7911], [0.7793, -2.0352, -4.2159], [2.3525, -4.5744, -0.6410], [4.8841, -4.0467, -0.4471], [6.1735, -1.9748, 0.6566], [4.9680, 1.0491, 0.3286], [6.3813, 0.2466, 0.8960], [5.8306, 1.5826, 1.7496], [3.7508, 1.3071, 3.3449], [2.8230, 1.1507, 1.8273], [2.7071, -0.1094, 3.0941], [6.3505, -1.1454, 3.1594], [4.7637, -1.1907, 4.0130], [5.7316, 0.3424, 4.0108], [0.0497, -0.3102, -2.5055], [-0.1276, 0.0102, -1.3877], [1.1750, 4.6871, 3.9309], [0.1783, 4.5229, 2.3925], [-1.2906, 5.4750, 2.6309], [1.1290, 5.2453, 1.0942], [-0.0260, 3.0072, 2.0787], [0.7715, 5.5403, 4.5845], [2.2296, 4.9136, 3.6809], [1.2502, 3.7976, 4.5685], [-1.0230, 6.4704, 3.0485], [-2.0562, 4.9448, 3.2180], [-1.7395, 5.7059, 1.6735], [1.4715, 6.2830, 1.3514], [0.3587, 5.3913, 0.3612], [1.9571, 4.6954, 0.6428], [3.3094, 3.0882, -2.0601], [2.3478, 2.3348, -1.0129], [1.6326, 1.9096, -0.1555], [-0.2548, 4.4792, -1.7686], [-0.9929, 3.5113, -1.8189], [-1.3245, 2.6234, -0.9087], [-1.7604, 3.1258, -3.1486], [-1.6375, 1.6483, -3.5784], [-1.8307, 1.6143, -5.0492], [-1.8489, 3.1070, -5.5264], [-1.2752, 3.9194, -4.3560], [-2.8710, 3.2687, -3.0545], [-2.3669, 1.1364, -3.0292], [-0.7587, 1.1440, -3.2272], [-2.7616, 1.0411, -5.2884], [-1.0000, 1.0990, -5.4916], [-2.8526, 3.4107, -5.7583], [-1.2412, 3.2231, -6.4536], [-1.5649, 4.9459, -4.3653], [-0.1712, 3.8163, -4.3572]], "mulliken_spin": [6.120, 0.000, 0.000, -0.001, 0.001, 0.000, -0.014, -0.012, 0.010, -0.001, 0.001, -0.001, 0.000, -0.025, 0.000, 0.000, 0.000, 0.000, 0.000, 0.000, 0.000, 0.002, 0.000, -0.002, 0.000, -0.001, 0.000, 0.000, 0.000, 0.000, 0.000, 0.000, 0.000, 0.000, 0.001, 0.000, 0.000, 0.000, 0.000, 0.000, 0.000, 0.001, 0.000, -0.001, 0.000, 0.000, 0.000, 0.000, 0.003, 0.000, 0.000, 0.000, 0.000, 0.000, 0.000, 0.000, 0.000, 0.000, 0.000, 0.000, 0.000, 0.000, 0.000, 0.000, 0.000, 0.000, 0.000, 0.000, 0.000, -0.001, 0.000, 0.000, 0.000, 0.000, -0.007, -0.020, 0.000, 0.000, 0.000, 0.000, -0.012, 0.000, 0.000, 0.000, 0.000, 0.000, 0.000, 0.000, 0.000, 0.000, 0.000, 0.004, -0.031, 0.000, -0.006, -0.011, 0.000, 0.001, 0.000, 0.000, 0.000, 0.000, -0.001, 0.002, 0.000, 0.000, 0.000, 0.000, 0.000, 0.000], "spin_multiplicity": 7, "e_lumo_ev": [1.0, 1.0], "total_charge": -1, "homo_lumo_gap_ev": [4.25, 4.24]}

Entry 2:
{"formula": "C39H55NO29", "method": "ωB97M-V with the def2-TZVPD basis set", "species": ["C", "C", "C", "C", "C", "C", "C", "C", "N", "C", "C", "C", "O", "O", "C", "O", "O", "C", "O", "C", "C", "H", "H", "H", "H", "H", "H", "H", "H", "H", "H", "H", "H", "H", "H", "H", "H", "H", "H", "H", "H", "H", "H", "H", "C", "C", "O", "C", "O", "O", "H", "H", "H", "H", "C", "C", "O", "C", "O", "O", "H", "H", "H", "H", "C", "C", "O", "C", "O", "O", "H", "H", "H", "H", "C", "C", "O", "C", "O", "O", "H", "H", "H", "H", "C", "C", "O", "C", "O", "O", "H", "H", "H", "H", "C", "C", "O", "C", "O", "O", "H", "H", "H", "H", "C", "C", "O", "C", "O", "O", "H", "H", "H", "H", "C", "C", "O", "C", "O", "O", "H", "H", "H", "H"], "coordinates": [[4.2055, -0.3361, 1.5203], [4.4022, -0.4882, 0.1142], [5.0234, -0.3830, -1.4033], [4.1799, 0.6431, -2.4022], [2.8058, -0.0520, -2.9429], [1.4189, 0.7514, -2.6357], [0.3849, -0.0068, -1.6016], [-1.1722, 0.5343, -1.8855], [-1.3046, 2.0394, -1.8160], [-1.3244, 2.6683, -3.2232], [-2.6180, 2.4860, -1.2038], [-2.6869, 4.0492, -0.6202], [-3.7417, 1.7696, -1.1236], [5.0431, 0.5784, -3.6287], [5.1468, 1.9314, -4.2696], [5.0200, 2.2844, -5.5513], [5.3693, 2.7829, -3.0553], [4.2836, 2.2578, -2.1642], [4.8516, 2.5583, -0.8282], [4.0413, 3.5641, -0.1205], [2.4810, 3.0688, 0.1831], [4.1398, -0.1908, 2.7010], [6.1697, -0.0748, -1.4335], [4.9785, -1.4431, -1.9495], [2.9033, -0.3371, -4.0977], [2.7173, -1.1047, -2.3868], [1.5339, 1.8498, -2.2548], [0.8347, 0.8269, -3.6742], [0.3569, -1.1601, -1.8286], [0.7153, 0.2616, -0.5098], [-1.8226, 0.0042, -1.0363], [-1.6041, 0.0994, -2.9076], [-0.3976, 3.4186, -3.2723], [-1.1732, 1.8856, -4.0798], [-2.2768, 3.3502, -3.3984], [-2.3756, 4.1224, 0.5056], [-3.7551, 4.5336, -0.8349], [-1.8785, 4.6676, -1.2421], [3.3947, 2.9645, -2.4726], [4.5368, 3.6970, 0.9548], [4.0684, 4.6387, -0.6133], [2.3363, 1.9172, 0.0249], [2.1310, 3.4191, 1.2689], [1.7883, 3.6629, -0.5687], [3.0869, 2.7535, -8.4223], [3.4107, 4.1545, -8.8291], [2.2402, 4.5765, -9.5028], [1.2147, 3.8043, -9.0384], [0.0361, 4.0078, -9.2777], [1.6800, 2.7757, -8.2708], [3.5732, 2.4691, -7.4852], [3.3477, 2.0227, -9.1950], [3.5801, 4.8110, -7.9691], [4.2792, 4.2052, -9.4915], [1.2728, 2.1016, 5.4579], [2.5274, 1.3184, 5.2444], [2.3033, 0.6769, 4.0032], [1.3771, 1.4226, 3.3326], [1.0745, 1.2557, 2.1629], [0.8347, 2.3795, 4.1412], [1.4494, 3.0281, 6.0113], [0.4999, 1.5213, 5.9725], [3.4108, 1.9596, 5.1567], [2.6988, 0.5834, 6.0356], [-5.4635, -2.3118, -2.4810], [-4.7167, -1.9976, -1.2254], [-3.4580, -2.6097, -1.4336], [-3.2883, -2.7190, -2.7837], [-2.2440, -3.0459, -3.3224], [-4.4389, -2.4139, -3.4519], [-6.1753, -1.5264, -2.7497], [-5.9934, -3.2684, -2.4242], [-4.5679, -0.9217, -1.0854], [-5.2051, -2.4074, -0.3370], [-2.4304, -0.4986, 2.5491], [-2.5565, -1.5862, 3.5660], [-3.9475, -1.8440, 3.5960], [-4.4532, -1.4334, 2.3963], [-5.5888, -1.6605, 2.0136], [-3.5224, -0.7369, 1.6808], [-1.4839, -0.5462, 2.0036], [-2.5388, 0.4988, 2.9878], [-2.0336, -2.5008, 3.2671], [-2.1978, -1.2778, 4.5518], [-6.1035, -4.1196, 3.6878], [-7.4510, -4.4171, 4.2613], [-7.6644, -5.7700, 3.9060], [-6.4337, -6.3285, 3.7129], [-6.2353, -7.5224, 3.5615], [-5.4548, -5.3771, 3.7123], [-5.5508, -3.3866, 4.2818], [-6.1579, -3.7700, 2.6515], [-7.4692, -4.3309, 5.3528], [-8.2324, -3.7778, 3.8412], [-6.0606, -10.5490, 2.0392], [-7.4081, -10.8465, 2.6127], [-7.6215, -12.1994, 2.2575], [-6.3908, -12.7579, 2.0643], [-6.1924, -13.9518, 1.9129], [-5.4118, -11.8066, 2.0637], [-5.5079, -9.8160, 2.6332], [-6.1150, -10.1995, 1.0029], [-7.4263, -10.7603, 3.7043], [-8.1895, -10.2072, 2.1926], [0.2394, 6.0318, 8.0335], [-1.1081, 5.7343, 8.6069], [-1.3215, 4.3813, 8.2517], [-0.0908, 3.8229, 8.0585], [0.1076, 2.6290, 7.9072], [0.8882, 4.7742, 8.0580], [0.7921, 6.7648, 8.6274], [0.1850, 6.3813, 6.9972], [-1.1263, 5.8205, 9.6985], [-1.8895, 6.3735, 8.1869], [8.8953, 1.3249, -3.4711], [9.0028, 2.5284, -4.3503], [10.3884, 2.8150, -4.3418], [11.0324, 1.6517, -4.0323], [12.2397, 1.4930, -4.1031], [10.1494, 0.6897, -3.6345], [8.0817, 0.6598, -3.7732], [8.7671, 1.5879, -2.4159], [8.6904, 2.3234, -5.3797], [8.4289, 3.3765, -3.9669]], "lowdin_charge": [0.083, -0.052, -0.102, -0.268, -0.086, -0.191, -0.145, -0.193, -0.142, -0.097, -0.317, -0.038, -0.051, -0.077, -0.199, 0.033, -0.002, -0.183, -0.139, -0.210, -0.092, 0.058, 0.140, 0.141, 0.151, 0.129, 0.081, 0.116, 0.124, 0.102, 0.125, 0.137, 0.097, 0.098, 0.110, 0.085, 0.101, 0.082, 0.184, 0.132, 0.134, 0.065, 0.089, 0.079, -0.139, -0.140, 0.061, -0.517, 0.130, 0.061, 0.110, 0.138, 0.137, 0.138, -0.146, -0.123, 0.028, -0.515, 0.096, 0.067, 0.124, 0.128, 0.139, 0.144, -0.133, -0.144, 0.053, -0.524, 0.119, 0.063, 0.140, 0.135, 0.124, 0.121, -0.129, -0.125, 0.045, -0.498, 0.115, 0.062, 0.136, 0.141, 0.143, 0.139, -0.145, -0.130, 0.065, -0.506, 0.122, 0.071, 0.125, 0.122, 0.136, 0.141, -0.145, -0.143, 0.058, -0.519, 0.127, 0.061, 0.121, 0.137, 0.137, 0.137, -0.136, -0.136, 0.072, -0.503, 0.113, 0.061, 0.140, 0.138, 0.139, 0.140, -0.145, -0.143, 0.064, -0.515, 0.134, 0.065, 0.130, 0.138, 0.138, 0.137], "spin_multiplicity": 1, "e_lumo_ev": -0.2, "smiles": "C#CC[C@]1(CCCCN(C)C(C)=O)OC(=O)O[C@@H]1OCC.O=C1OCCO1.O=C1OCCO1.O=C1OCCO1.O=C1OCCO1.O=C1OCCO1.O=C1OCCO1.O=C1OCCO1.O=C1OCCO1", "homo_lumo_gap_ev": 9.42}

- Number 1 is which compound?
  C39H55N8O3PS3Tb

- What is the formula in the first record?
  C39H55N8O3PS3Tb